{"formula": "C3H5N5O", "method": "wB97M-V/def2-TZVPD", "symbols": ["C", "C", "C", "N", "N", "N", "N", "N", "O", "H", "H", "H", "H", "H"], "coordinates": [[2.42010, 0.90055, 1.16915], [-1.54873, -0.49943, -0.46136], [0.04583, -0.84259, -2.16414], [3.50188, 0.91597, 0.78292], [-1.94364, -0.45865, 0.69773], [0.53521, 1.59240, 2.03902], [-1.00945, -0.19657, -1.50003], [1.18038, 0.70058, 1.41538], [-0.71857, 1.26103, 2.22764], [1.12043, -0.45077, -1.73926], [-0.09923, -1.87320, -1.96236], [0.11217, -0.39623, -3.16119], [-2.50940, -1.13706, 1.10704], [-1.08697, 0.48397, 1.54945]], "forces_ev_per_angstrom": [[0.191, -0.604, -1.109], [1.325, 1.177, -1.538], [3.726, 2.377, 0.337], [1.905, 0.192, -0.356], [0.880, 0.810, 0.372], [-2.668, 0.328, 0.796], [-2.243, 0.200, 1.769], [2.002, -1.231, -0.277], [-2.100, -0.105, 0.208], [-2.502, -1.173, -0.454], [0.607, -1.130, -0.921], [-0.308, -1.191, -0.223], [-1.294, -1.177, 0.540], [0.479, 1.526, 0.856]], "s_squared": 2.01, "charge": 0, "spin_multiplicity": 3, "e_tot_ha": -466.06811}

***

{"formula": "C3H5N7O2", "method": "wB97M-V/def2-TZVPD", "symbols": ["C", "C", "C", "N", "N", "N", "N", "N", "N", "N", "O", "O", "H", "H", "H", "H", "H"], "coordinates": [[1.24326, 0.16115, -0.42685], [-1.29773, -1.08962, 0.21741], [-0.20573, 0.42544, -0.60343], [3.13041, -0.83650, 0.03557], [1.90486, -1.03660, -0.41723], [2.17539, 1.06799, 0.04911], [3.27623, 0.37213, 0.35503], [-2.50291, -0.73277, 0.48966], [-0.65246, -2.09248, 0.31345], [-0.70508, 1.59867, -0.04827], [-1.86092, 1.94429, -0.40255], [0.00241, 2.20595, 0.75806], [-0.67187, 0.27995, -1.55518], [-3.00470, -0.12738, -0.08243], [-3.15614, -1.52071, 0.67611], [2.12684, 1.95105, 0.58975], [0.19814, -2.57053, 0.05180]], "forces_ev_per_angstrom": [[1.719, -0.564, 1.602], [1.488, 1.643, -1.565], [0.780, 0.901, -0.498], [-0.367, -0.505, -0.092], [-2.472, 1.023, -1.107], [-0.082, -1.233, 0.969], [1.069, 1.788, 0.049], [-3.188, -2.200, 1.685], [0.868, -3.050, 0.820], [0.249, -0.939, -0.987], [-0.707, -0.093, -0.286], [0.808, 1.340, 1.684], [-0.036, -0.627, -0.505], [-0.092, 2.163, -0.956], [0.651, 0.326, 0.354], [-0.832, -0.647, -1.146], [0.143, 0.674, -0.021]], "s_squared": 2.01, "charge": 0, "spin_multiplicity": 3, "e_tot_ha": -650.77148}

***

{"formula": "C3H5NO", "method": "wB97M-V/def2-TZVPD", "symbols": ["O", "C", "C", "C", "N", "H", "H", "H", "H", "H"], "coordinates": [[1.68967, -0.55882, 1.28683], [1.05540, 0.08564, 0.56207], [0.28727, 0.77670, -0.32681], [-1.18764, 0.20067, -0.34391], [-0.89702, 1.45831, 0.24456], [0.47291, -2.18859, -0.80536], [0.76680, 1.15428, -1.22418], [-0.14708, -1.89143, -1.09057], [-1.33445, -0.58648, 0.42312], [-0.87747, 1.50985, 1.27169]], "forces_ev_per_angstrom": [[-0.642, 0.727, -0.731], [0.419, -0.565, 0.702], [0.316, 0.051, -0.120], [-0.171, -0.201, 0.114], [-0.050, 0.238, 0.191], [-0.027, -0.131, -0.068], [-0.042, -0.080, 0.152], [0.077, -0.070, -0.050], [0.045, 0.103, -0.073], [0.075, -0.072, -0.118]], "charge": 0, "e_tot_ha": -247.09204}

***

{"formula": "C3H5NO", "method": "wB97M-V/def2-TZVPD", "symbols": ["C", "C", "C", "N", "O", "H", "H", "H", "H", "H"], "coordinates": [[1.37114, 0.44450, 0.75741], [0.28513, 0.11415, 0.04743], [-1.69474, 0.14140, -0.01513], [1.06739, -0.38863, -1.04716], [2.24192, -0.04216, -0.23027], [1.56216, 0.79304, 1.75226], [-2.01779, 0.18796, 1.04104], [-2.07451, 0.96332, -0.69791], [-1.68860, -0.74661, -0.44893], [0.94790, -1.46697, -1.15873]], "forces_ev_per_angstrom": [[-1.599, -0.626, -0.813], [-4.291, 0.450, 0.059], [4.316, 4.464, 1.659], [-0.480, -0.971, 0.006], [0.483, -0.889, 0.123], [0.671, 0.348, -0.135], [0.132, -0.068, -0.866], [0.781, -0.952, 1.098], [-0.865, -4.028, -1.716], [0.850, 2.271, 0.585]], "charge": 0, "e_tot_ha": -247.09649}

***

{"formula": "C3H5NO", "method": "wB97M-V/def2-TZVPD", "symbols": ["O", "C", "C", "C", "N", "H", "H", "H", "H", "H"], "coordinates": [[-0.78513, -0.83780, -0.32603], [-0.80051, 0.11563, 0.73850], [0.35651, 0.90094, 0.09852], [0.49698, -0.35517, -0.70356], [1.27346, -1.13515, -1.29714], [0.55286, -1.87211, -1.20801], [-1.75757, 0.62069, 0.80328], [-0.52855, -0.36714, 1.68298], [1.19654, 1.20003, 0.72315], [-0.00458, 1.73008, -0.51168]], "forces_ev_per_angstrom": [[0.392, 0.498, -0.029], [-0.280, 0.631, 0.560], [0.043, 0.243, 0.101], [-0.689, -0.644, 0.211], [-0.535, 0.362, 0.360], [1.209, -1.247, -1.238], [-0.101, 0.068, 0.146], [-0.107, 0.158, -0.053], [-0.018, -0.055, -0.159], [0.087, -0.013, 0.100]], "charge": 0, "e_tot_ha": -247.24511}

***

{"formula": "C3H5NO", "method": "wB97M-V/def2-TZVPD", "symbols": ["C", "C", "C", "H", "H", "H", "H", "H", "N", "O"], "coordinates": [[-0.99556, -1.27297, -0.55124], [0.24813, -0.84849, -0.30749], [0.28752, 1.65298, 0.42916], [-0.92693, -2.17058, -0.99552], [-1.97827, -0.78185, -0.22449], [0.92357, -1.52156, -0.52305], [1.75314, 0.26842, 0.68332], [0.89059, 2.56010, 0.65999], [0.68920, 0.25308, 0.43960], [-0.89140, 1.86087, 0.38972]], "forces_ev_per_angstrom": [[-0.912, 3.941, 2.118], [-4.457, 3.141, 1.856], [-2.055, -2.353, 0.755], [-0.794, -3.081, -1.712], [1.813, -0.770, -0.756], [4.050, -2.876, -1.158], [-2.569, -0.646, -0.920], [1.077, -1.275, -0.248], [4.755, 3.248, 0.796], [-0.908, 0.672, -0.732]], "charge": 0, "e_tot_ha": -247.23424, "smiles": "C=CNC=O"}

***

{"formula": "C3H5NO", "method": "wB97M-V/def2-TZVPD", "symbols": ["O", "C", "C", "N", "C", "H", "H", "H", "H", "H"], "coordinates": [[2.34606, -0.09579, 0.85503], [1.19551, 0.02349, 0.54409], [0.20996, 1.22236, 0.37353], [-0.71214, 0.11649, 0.05700], [0.02798, -0.96754, 0.26424], [-0.04757, 1.72973, 1.31059], [0.39519, 1.92699, -0.44130], [-1.71111, 0.16548, -0.14026], [-0.76816, -2.08613, -1.05429], [-0.93572, -2.03507, -1.76863]], "forces_ev_per_angstrom": [[-1.040, 0.298, -0.410], [0.891, -0.145, 0.608], [0.006, 0.044, -0.008], [0.116, -0.131, 0.281], [-0.053, 0.588, 0.525], [0.156, 0.030, -0.235], [-0.023, -0.033, 0.113], [0.346, -0.124, -0.007], [0.014, -0.286, 0.090], [-0.414, -0.241, -0.957]], "charge": 0, "e_tot_ha": -247.13991}

***

{"formula": "C3H5NO", "method": "wB97M-V/def2-TZVPD", "symbols": ["C", "C", "N", "C", "O", "H", "H", "H", "H", "H"], "coordinates": [[-0.65608, -0.71687, 0.05925], [-0.54037, 0.79404, 0.18488], [0.91394, 1.02842, 0.25600], [1.41357, -0.02714, -0.23916], [0.59493, -1.06235, -0.56876], [-0.69421, -1.23336, 1.02744], [-1.49945, -1.02407, -0.55834], [-0.90169, 1.26838, -0.73604], [-1.10666, 1.19792, 1.02676], [2.46490, -0.20061, -0.44866]], "forces_ev_per_angstrom": [[-0.252, 0.025, 0.085], [-0.290, 0.035, -0.015], [0.120, -0.434, -0.240], [0.026, 0.249, 0.144], [0.099, -0.031, 0.003], [-0.031, 0.142, -0.120], [0.222, -0.158, -0.049], [-0.044, 0.081, 0.162], [0.287, 0.027, -0.031], [-0.136, 0.064, 0.060]], "charge": 0, "e_tot_ha": -247.28317, "smiles": "C1=NCCO1"}

***

{"formula": "C3H5NO", "method": "wB97M-V/def2-TZVPD", "symbols": ["C", "C", "C", "H", "H", "H", "H", "H", "N", "O"], "coordinates": [[-1.80655, -0.25361, -0.03990], [-0.51307, -0.51156, 0.02833], [1.80907, 0.27453, -0.01352], [-2.52121, -1.06189, -0.01388], [-2.23433, 0.75878, -0.18127], [-0.07782, -1.50218, 0.17311], [0.13501, 1.44060, 0.06765], [2.41317, 1.18790, 0.00210], [0.45925, 0.48737, 0.02262], [2.33647, -0.81993, -0.04523]], "forces_ev_per_angstrom": [[-0.791, 0.420, -0.311], [0.564, -0.254, 0.384], [0.215, -0.917, 0.085], [0.027, -0.047, 0.060], [0.511, -0.659, 0.155], [-0.315, 0.227, -0.208], [0.105, 0.012, -0.072], [-0.147, 0.282, -0.010], [0.201, 0.518, -0.063], [-0.369, 0.419, -0.021]], "charge": 0, "e_tot_ha": -247.29296, "smiles": "C=CNC=O"}

***

{"formula": "C3H5NO", "method": "wB97M-V/def2-TZVPD", "symbols": ["C", "C", "C", "N", "O", "H", "H", "H", "H", "H"], "coordinates": [[-0.69976, 0.22669, -2.49302], [-0.92259, 1.07057, -0.21531], [0.70730, -0.51707, 0.37689], [0.30408, 0.71200, -0.04763], [0.07634, -0.57396, -2.57403], [-1.22599, 1.97762, -0.72890], [-1.83033, 0.51048, 0.07982], [1.56886, -0.40868, 1.10698], [-0.13415, -1.18243, 0.86819], [1.08119, -0.94035, -0.58436]], "forces_ev_per_angstrom": [[-0.941, 0.601, -0.763], [1.079, -0.759, 0.815], [0.097, -2.727, 1.718], [-2.921, 3.997, -0.874], [0.858, -1.008, -0.334], [0.693, 0.366, 0.224], [0.569, -0.468, 0.154], [-0.918, -0.328, -0.918], [1.445, 0.925, -0.947], [0.037, -0.599, 0.924]], "charge": 0, "e_tot_ha": -247.23338}

***

no.,largest force on an atom (Eh/bohr)
1,0.0862
2,0.0821
3,0.0236
4,0.1250
5,0.0415
6,0.1131
7,0.0225
8,0.0099
9,0.0184
10,0.0978